No. 1
Computed, not measured: C6H4N2O4 in the gas phase at a distorted geometry, with wB97M-V/def2-TZVPD.

Calculated values
DFT total energy: -641.08357 a.u.
Kohn-Sham gap: 7.507 eV
Lowest unoccupied orbital energy: -1.770 eV
Structure (SMILES): O=[N+]([O-])[C@]12[C@@H]3[C@H]4[C@@H]3[C@]1([N+](=O)[O-])[C@H]42
ΔE to the lowest compared entry with this formula, charge and spin: 5.945 eV

Geometry as XYZ:
```
16
Properties=species:S:1:pos:R:3:forces:R:3:mulliken_charge:R:1
C -1.745922 0.024182 0.510444 2.03 -0.01 -2.13 -0.591
C -1.124274 -0.771359 -0.694570 -2.08 0.90 -1.28 -0.304
C -1.182963 0.833064 -0.650021 1.07 -0.53 -0.96 -0.459
C -0.331500 0.055714 1.164683 0.64 -0.77 -1.04 -0.434
C 0.153337 -0.898377 0.082907 -0.73 3.08 -0.41 0.044
C 0.134096 0.996813 0.110462 -1.24 -4.29 0.46 0.246
N 1.291819 -1.675225 -0.087731 1.49 -1.15 1.68 0.895
N 1.335119 1.655561 -0.081962 0.35 -0.05 0.08 0.962
O 1.301633 -2.607053 -0.881574 -0.54 0.71 -0.37 -0.592
O 2.186379 -1.474101 0.738939 -0.23 0.27 -0.56 -0.534
O 2.257612 1.414779 0.656584 0.54 -0.18 0.76 -0.551
O 1.350462 2.426307 -1.007095 0.03 1.16 -1.28 -0.613
H -2.730007 -0.122940 0.780153 -1.72 0.01 1.09 0.522
H -1.661571 -1.544318 -1.394700 1.23 1.86 1.51 0.368
H -1.364606 1.681195 -1.330425 -1.11 -1.00 0.11 0.438
H 0.130380 0.005759 2.083901 0.29 -0.01 2.33 0.602
```
Forces are in eV/Å.


No. 2
Computed, not measured: a molecular structure, C15H30AsF6N3O8PZr at a distorted geometry, with wB97M-V/def2-TZVPD.

Calculated values
2S+1: 2
DFT total energy: -4578.81522 a.u.
Kohn-Sham gap (alpha / beta): 8.164 / 5.756 eV
Lowest unoccupied orbital energy (alpha / beta): -6.949 / -9.316 eV
ΔE to the lowest compared entry with this formula, charge and spin: 3.351 eV
Net charge: +2

Geometry as XYZ:
```
65
Properties=species:S:1:pos:R:3:forces:R:3:mulliken_charge:R:1
Zr -0.595912 0.753993 -0.357764 0.16 -1.58 0.84 2.139
O -2.823377 -0.609002 -1.235253 -0.23 0.09 0.01 -0.341
C -3.557115 0.062875 -2.248933 0.10 0.10 0.03 -0.748
C -2.979740 -0.031037 -3.685240 0.03 -0.08 -0.08 -0.592
N -1.874185 0.850896 -4.064032 0.19 0.08 0.64 0.465
C -2.003006 2.286939 -3.846139 -0.07 0.04 -0.10 -0.906
C -1.392525 2.678503 -2.497858 -0.04 0.42 0.38 1.150
O -2.015963 3.575183 -1.845996 0.19 -0.54 0.13 -0.499
O -0.381950 2.071874 -2.098066 -0.43 0.43 -0.39 -0.681
C -0.604429 0.330177 -4.386218 -0.27 0.00 -0.39 -1.109
C 0.268917 -0.086197 -3.100197 -0.35 -0.39 0.33 1.085
O 1.447884 -0.073974 -3.212291 0.16 0.16 -0.31 -0.416
O -0.462690 -0.456500 -2.081989 0.63 0.44 -0.77 -0.446
H -2.967921 -1.557275 -1.316002 0.07 -0.07 0.00 0.313
H -3.641572 1.099604 -1.932079 -0.07 0.01 0.01 0.309
H -4.566711 -0.344290 -2.299746 -0.02 -0.02 -0.07 0.574
H -3.810834 0.219587 -4.353925 0.02 0.03 -0.04 0.457
H -2.669918 -1.051518 -3.900109 0.00 -0.01 -0.05 0.274
H -3.045641 2.594820 -3.858184 -0.05 -0.10 -0.06 0.447
H -1.469230 2.826351 -4.631615 0.03 -0.02 -0.02 0.345
H -0.004601 1.042724 -4.944119 0.00 0.06 0.04 0.375
H -0.703987 -0.601658 -4.949137 -0.01 -0.03 0.06 0.388
C 4.700652 -3.153558 0.578119 0.01 0.05 0.02 -1.246
C 3.386500 -3.263558 -0.147769 0.10 -0.01 -0.10 -0.264
O 2.466449 -2.246128 0.366404 -0.09 0.12 0.22 -0.044
P 1.438239 -1.525429 -0.614425 0.41 -0.67 0.39 -0.181
O 1.526730 0.099474 -0.071982 0.07 -0.56 -0.07 -0.117
C 2.283480 0.406031 1.171748 0.20 0.23 -0.07 -0.189
C 3.702796 0.765544 0.824365 -0.02 -0.02 -0.08 -1.351
O 0.007569 -1.643329 0.277449 0.29 0.13 -0.30 0.678
C -0.641638 -2.942420 0.326672 -0.03 0.04 -0.01 -0.549
C -0.214919 -3.714949 1.552824 0.00 0.04 0.02 -1.118
H 5.345732 -3.976455 0.269652 0.00 0.01 0.01 0.432
H 4.554359 -3.217121 1.656216 0.01 -0.02 -0.02 0.292
H 5.210347 -2.219559 0.342655 -0.01 -0.02 0.01 0.312
H 2.922697 -4.234157 0.022783 -0.06 0.02 0.02 0.295
H 3.510073 -3.118702 -1.222690 -0.04 0.00 0.00 0.389
H 2.218060 -0.456611 1.828438 -0.04 -0.06 -0.03 0.283
H 1.773597 1.251649 1.620665 -0.10 0.02 -0.04 0.352
H 4.224485 -0.075599 0.371360 0.02 0.01 0.02 0.183
H 4.229654 1.050375 1.735954 0.02 -0.01 -0.02 0.428
H 3.723901 1.608571 0.134829 0.02 0.01 0.02 0.329
H -0.405731 -3.488743 -0.591517 -0.05 0.01 -0.02 0.440
H -1.712013 -2.743190 0.356717 -0.03 -0.01 -0.06 0.197
H 0.864223 -3.855390 1.571754 -0.01 -0.02 0.01 0.194
H -0.694263 -4.694341 1.552879 0.00 0.02 0.01 0.455
H -0.516022 -3.186885 2.458176 0.01 -0.02 -0.01 0.204
F 0.294305 2.358844 0.361495 -0.21 -0.07 -0.24 -0.539
As -1.466408 4.106094 0.026960 -1.08 2.15 0.61 1.336
F -1.649846 3.217696 1.442975 0.38 -0.65 0.04 -0.192
F -2.305956 1.664752 -0.288214 -0.09 0.23 0.03 -0.708
F -3.102831 4.503867 0.037321 -0.21 0.03 -0.60 -0.305
F -0.103400 4.533827 -0.863066 0.58 -0.27 -0.07 -0.264
F -1.134418 5.481493 0.972412 0.11 0.04 -0.16 -0.385
C 0.106362 -0.478419 4.945907 0.02 0.03 -0.04 -0.815
N -0.519979 0.587072 4.144976 -0.05 0.04 0.04 -0.006
C -0.749176 1.902337 4.778189 0.03 -0.04 -0.02 -0.899
C -0.774710 0.416654 2.894969 0.05 -0.04 0.12 0.412
N -1.005610 0.255581 1.765524 -0.16 0.26 0.22 -0.527
H -0.543301 -0.724438 5.782903 -0.03 0.00 0.01 0.352
H 1.067423 -0.131751 5.321858 0.02 0.02 -0.01 0.345
H 0.255000 -1.363170 4.332512 -0.01 0.01 -0.03 0.217
H -1.165768 1.738069 5.768792 -0.05 -0.02 -0.01 0.333
H -1.446070 2.484510 4.182188 -0.02 -0.03 -0.02 0.330
H 0.193939 2.439399 4.865946 0.02 -0.01 0.01 0.328
```
Forces are in eV/Å.